Entry 1:
DFT (the ωB97M-V functional and the def2-TZVPD basis) results for C4H10N2O in the gas phase at a distorted geometry.

Values from the calculation:
Relative energy (zero: lowest compared OMol25 entry of this formula, charge and spin) in kJ/mol: 570.5
Total charge: 0
HOMO energy (spin up / spin down) in eV: -8.71 / -8.64
Structure (SMILES): C=[N+]([O-])CCNC
2S+1: 1
Total energy in Ha: -342.98416
LUMO (spin up / spin down) in eV: 0.3 / 0.1

Last column: natural (NBO) charge in e.
Atoms and positions in Å:
C  -0.285  -1.218  0.056  -0.277
C  -1.170  -0.055  -0.338  -0.235
C  1.735  -1.322  -1.376  -0.296
C  -0.393  1.923  0.653  -0.435
N  1.097  -0.983  -0.046  0.130
N  -1.400  0.926  0.753  -0.605
O  1.713  -0.313  0.809  -0.453
H  -0.392  -1.329  1.204  0.218
H  -0.518  -2.183  -0.368  0.224
H  -0.750  0.576  -1.051  0.207
H  -2.065  -0.448  -0.593  0.200
H  1.161  -1.935  -1.961  0.183
H  2.785  -0.928  -1.462  0.221
H  -0.481  2.546  -0.263  0.183
H  -0.503  2.601  1.582  0.191
H  0.613  1.530  0.767  0.197
H  -1.148  0.612  1.633  0.347

Entry 2:
DFT (the ωB97M-V functional and the def2-TZVPD basis) results for a molecular structure, C20H20AsN3O5S3Ta.

Values from the calculation:
Relative energy (zero: lowest compared OMol25 entry of this formula, charge and spin) in kJ/mol: 18.6
Total charge: +1
HOMO energy in eV: -11.76
2S+1: 1
Total energy in Ha: -4801.97145
LUMO in eV: -3.7

Last column: natural (NBO) charge in e.
Atoms and positions in Å:
Ta  -0.226  0.010  0.218  1.654
O  -0.760  6.089  -0.945  -0.614
C  -0.678  4.770  -0.770  0.389
C  -1.752  3.901  -1.004  -0.272
C  -1.546  2.562  -0.781  0.137
N  -0.378  2.107  -0.344  -0.523
C  0.659  2.915  -0.145  0.130
C  0.562  4.266  -0.349  -0.238
C  1.884  2.140  0.282  0.771
O  2.973  2.617  0.402  -0.524
O  1.581  0.852  0.470  -0.785
C  -2.524  1.432  -1.038  0.761
O  -3.601  1.595  -1.522  -0.505
O  -1.964  0.261  -0.713  -0.750
H  -1.643  6.358  -1.227  0.501
H  -2.715  4.248  -1.359  0.261
H  1.406  4.922  -0.192  0.272
C  3.836  -1.555  0.858  -0.975
As  2.270  -2.312  1.656  1.514
C  1.944  -1.393  3.299  -0.962
C  2.645  -4.145  2.060  -0.958
S  0.647  -2.384  0.240  -0.506
H  4.626  -1.531  1.608  0.260
H  3.611  -0.543  0.529  0.280
H  4.138  -2.179  0.019  0.253
H  2.779  -1.616  3.963  0.256
H  1.007  -1.742  3.725  0.273
H  1.884  -0.325  3.106  0.277
H  3.498  -4.196  2.734  0.256
H  2.867  -4.668  1.133  0.262
H  1.768  -4.587  2.528  0.266
S  -0.927  0.130  2.251  -0.304
S  2.300  -0.039  -6.367  0.336
C  1.619  -0.030  -4.741  -0.094
C  0.392  0.556  -4.441  -0.266
C  -0.073  0.506  -3.146  0.081
N  0.589  -0.092  -2.144  -0.547
C  1.753  -0.678  -2.447  0.076
C  2.305  -0.665  -3.711  -0.257
C  1.849  1.602  -6.893  -0.161
C  0.841  1.792  -7.824  -0.261
C  0.531  3.096  -8.195  0.047
N  1.147  4.166  -7.703  -0.389
C  2.125  3.963  -6.822  0.043
C  2.520  2.707  -6.388  -0.258
H  -0.196  1.046  -5.205  0.248
H  -1.031  0.943  -2.907  0.206
H  2.271  -1.161  -1.630  0.211
H  3.262  -1.134  -3.891  0.242
H  0.312  0.953  -8.254  0.238
H  -0.252  3.284  -8.920  0.207
H  2.623  4.850  -6.447  0.204
H  3.329  2.593  -5.679  0.232

Entry 3:
DFT (the ωB97M-V functional and the def2-TZVPD basis) results for a gas-phase ion, C15H21N2O (charge +1) at a distorted geometry.

Values from the calculation:
Relative energy (zero: lowest compared OMol25 entry of this formula, charge and spin) in kJ/mol: 37.2
Total charge: +1
HOMO energy in eV: -12.05
Structure (SMILES): COCCC[n+]1ccc2ccc(CCN)cc2c1
2S+1: 1
Total energy in Ha: -768.69390
LUMO in eV: -4.1

Last column: natural (NBO) charge in e.
Atoms and positions in Å:
C  -0.657  4.540  0.001  -0.257
O  0.539  4.534  -0.749  -0.521
C  0.817  3.312  -1.381  -0.059
C  -0.028  3.130  -2.640  -0.447
C  -0.092  1.699  -3.172  -0.208
N  -0.525  0.752  -2.117  -0.269
C  -1.818  0.809  -1.705  0.006
C  -2.264  0.002  -0.703  -0.158
C  -1.376  -0.901  -0.086  -0.041
C  -1.741  -1.771  0.958  -0.201
C  -0.808  -2.620  1.502  -0.084
C  0.536  -2.667  1.068  0.009
C  1.550  -3.601  1.668  -0.438
C  1.792  -3.445  3.172  -0.212
N  0.581  -3.597  3.994  -0.858
C  0.904  -1.831  0.040  -0.181
C  -0.042  -0.947  -0.539  -0.028
C  0.343  -0.088  -1.576  0.143
H  -0.526  5.147  0.887  0.208
H  -0.950  3.539  0.330  0.157
H  -1.477  4.950  -0.588  0.174
H  0.682  2.505  -0.653  0.151
H  1.869  3.319  -1.650  0.198
H  0.398  3.761  -3.413  0.245
H  -1.036  3.496  -2.457  0.216
H  -0.804  1.638  -3.984  0.234
H  0.877  1.387  -3.540  0.222
H  -2.483  1.503  -2.185  0.241
H  -3.286  0.036  -0.371  0.248
H  -2.753  -1.782  1.327  0.232
H  -1.122  -3.288  2.287  0.250
H  2.503  -3.386  1.189  0.215
H  1.316  -4.632  1.418  0.234
H  2.263  -2.484  3.359  0.182
H  2.497  -4.220  3.452  0.206
H  0.304  -2.705  4.379  0.362
H  0.764  -4.201  4.782  0.377
H  1.909  -1.825  -0.346  0.222
H  1.346  -0.069  -1.961  0.232

What is the formula in the first record?
C4H10N2O